Record 1
Computed, not measured: a cluster of 14 separate species, C6H37N2O13 in total, with ωB97M-V/def2-TZVPD.

Geometry (Å):
O 2.988 -0.614 -2.873
O -0.113 0.164 -2.919
O 0.998 4.839 -1.008
O -3.205 -3.838 -3.632
O 1.967 3.623 -3.058
O 3.047 -2.746 -0.737
O -5.109 -0.567 2.830
O 2.773 4.829 1.227
O 0.769 -4.118 0.030
O -1.251 -5.750 1.388
O 3.916 1.752 -1.908
O -1.254 3.119 3.527
O -3.613 1.575 2.818
N 0.033 -0.261 0.956
N -1.682 -1.631 0.717
C -1.957 -0.824 1.825
C -0.859 0.044 2.002
C 1.127 1.688 -0.122
C -0.507 -1.218 0.135
C 1.307 0.414 0.689
C -2.568 -2.641 0.143
H 2.316 -3.161 -0.278
H 0.401 2.257 0.458
H -2.858 -0.909 2.414
H -2.653 -2.448 -0.926
H 0.730 -4.612 -0.789
H -3.390 -2.903 -3.539
H -0.428 3.589 3.642
H -2.187 -3.659 0.222
H -3.588 -2.486 0.496
H 3.614 -2.418 -0.038
H 0.893 1.524 -1.174
H 1.957 -0.295 0.177
H -2.845 2.030 3.163
H 4.200 1.326 -1.099
H 1.456 4.537 -1.792
H 2.627 2.930 -3.043
H 0.053 -4.471 0.558
H -2.089 -5.934 0.964
H 1.860 0.571 1.614
H 2.016 3.982 -3.944
H -0.583 0.873 2.637
H 2.030 2.296 -0.077
H -1.895 3.804 3.338
H -2.806 -3.919 -4.499
H 2.824 0.164 -2.339
H -0.097 1.035 -3.318
H 1.605 4.658 -0.291
H -0.107 -1.534 -0.817
H 3.329 4.071 1.051
H 4.593 2.406 -2.084
H 3.064 5.147 2.082
H -1.470 -5.631 2.312
H -5.268 -0.920 3.705
H 3.400 -1.234 -2.272
H -3.508 1.613 1.867
H 0.562 -0.326 -3.389
H -4.564 0.206 2.978

As for the electronic energy: -1338.21823 Ha. As for the maximum force: 2.9 eV Å⁻¹. The value obtained for the LUMO energy is -2.586 eV. For the molar mass, the calculation gives 345.363 g/mol. As for the total charge: +1.

These are the Mulliken partial charges, in e, on atoms 1 to 5: number 1, O, carries -0.61; number 2, O, carries -0.61; number 3, O, carries -0.62; number 4, O, carries -0.62; number 5, O, carries -0.63


Record 2
Computed, not measured: a structure of composition C23H22MoN5O4STe, with ωB97M-V/def2-TZVPD.

Geometry (Å):
Te 0.378 -2.382 -2.275
Mo -0.123 -0.065 -0.548
S 1.879 -0.598 0.511
O -2.735 2.386 1.276
O 2.158 1.909 -3.613
O -1.179 0.830 0.788
O 1.256 0.401 -2.216
N 1.976 -1.957 2.783
N -0.838 -1.636 0.649
N -2.141 -0.495 -1.357
N -0.286 2.036 -1.130
N -0.054 -2.048 1.707
C 0.358 3.905 -2.470
C -4.150 -1.676 -0.822
C -1.301 4.149 -0.748
C -3.993 -2.707 -5.239
C -1.806 2.036 0.635
C -1.877 -2.381 -4.136
C -4.330 -3.686 -4.306
C -2.832 -1.358 -0.556
C -2.772 0.066 -2.387
C -2.756 -2.786 1.630
C 0.449 2.571 -2.118
C 1.213 -1.611 1.776
C 1.338 1.551 -2.679
C -0.541 -1.674 -4.053
C -4.093 -0.212 -2.709
C -2.096 -1.945 0.592
C -4.790 -1.104 -1.920
C -1.230 -3.750 -2.119
C -1.129 2.804 -0.458
C -2.769 -2.062 -5.157
C -3.439 -4.017 -3.298
C -2.212 -3.363 -3.204
C -0.545 4.703 -1.771
H -2.161 -3.671 1.866
H -1.664 -3.699 -1.120
H 2.932 -1.625 2.827
H -2.498 -1.323 -5.902
H -2.205 0.782 -2.968
H -0.479 -2.589 2.450
H -3.687 -4.805 -2.596
H -4.676 -2.466 -6.043
H -5.821 -1.348 -2.134
H -0.635 -0.592 -3.983
H -4.552 0.273 -3.559
H -0.830 -4.756 -2.245
H 0.980 4.304 -3.260
H -0.646 5.752 -2.017
H -4.699 -2.359 -0.192
H 1.664 -2.544 3.545
H -2.890 -2.195 2.543
H 2.748 1.191 -3.905
H -5.274 -4.208 -4.385
H 0.113 -1.900 -4.895
H -2.005 4.732 -0.168
H -3.734 -3.139 1.326

As for the electronic energy: -2197.96995 Ha. As for the maximum force: 0.8 eV Å⁻¹. The value obtained for the LUMO energy (alpha / beta) is -10.186 / -10.407 eV. For the molar mass, the calculation gives 688.067 g/mol. As for the total charge: +3.

These are the Mulliken partial charges, in e, on atoms 1 to 5: number 1, Te, carries 0.46; number 2, Mo, carries 0.06; number 3, S, carries -0.29; number 4, O, carries -0.48; number 5, O, carries -0.40


Record 3
Computed, not measured: a structure of composition C12H30F2LiNO10S2, with ωB97M-V/def2-TZVPD.

Geometry (Å):
S 10.972 18.759 -12.291
S 12.109 17.568 -13.682
F 9.656 18.401 -11.369
F 12.947 16.209 -13.813
O 10.227 19.404 -13.302
O 8.790 15.557 -11.324
O 17.768 15.306 -14.257
O 13.303 18.493 -13.527
O 11.430 11.880 -10.960
O 15.691 14.831 -12.694
O 10.277 14.201 -13.165
O 11.140 14.475 -9.676
O 11.320 17.555 -14.943
O 11.785 19.451 -11.339
N 11.374 17.136 -12.472
C 12.278 14.823 -9.014
C 9.016 14.683 -13.546
C 14.696 14.638 -11.720
C 8.124 14.855 -12.332
C 11.304 10.624 -11.632
C 16.765 16.285 -14.307
C 10.455 13.274 -9.334
C 10.203 12.333 -10.516
C 16.039 16.184 -12.916
C 11.071 13.688 -14.245
C 18.821 15.829 -15.122
C 7.946 15.946 -10.200
Li 10.786 15.558 -11.633
H 7.817 15.217 -9.400
H 16.680 16.522 -12.102
H 6.950 16.353 -10.377
H 19.268 16.730 -14.702
H 7.265 15.462 -12.619
H 9.655 12.957 -11.222
H 11.026 9.827 -10.942
H 17.085 17.316 -14.455
H 13.104 14.129 -9.171
H 10.611 10.636 -12.474
H 12.330 10.377 -11.903
H 11.025 12.603 -14.154
H 16.037 16.094 -15.095
H 12.157 14.763 -7.932
H 9.247 15.657 -13.977
H 12.634 15.780 -9.396
H 9.456 13.504 -8.961
H 10.753 14.025 -15.232
H 9.463 11.573 -10.264
H 15.185 16.858 -12.851
H 12.087 14.021 -14.035
H 15.046 14.750 -10.694
H 10.914 12.644 -8.572
H 14.447 13.579 -11.639
H 19.609 15.078 -15.078
H 18.448 15.903 -16.144
H 8.561 14.000 -14.263
H 13.701 15.070 -11.835
H 7.729 13.875 -12.067
H 8.371 16.813 -9.693

As for the electronic energy: -2285.83418 Ha. As for the maximum force: 8.7 eV Å⁻¹. The spin multiplicity is 2. The value obtained for the LUMO energy (alpha / beta) is 1.920 / 1.917 eV. The expectation value of S² is 0.75. For the molar mass, the calculation gives 457.440 g/mol. As for the total charge: -1.

These are the Mulliken partial charges, in e, on atoms 1 to 5: number 1, S, carries 0.79; number 2, S, carries 0.69; number 3, F, carries -0.35; number 4, F, carries -0.28; number 5, O, carries -0.64


Record 4
Computed, not measured: the ion C5H11NO with charge -1, with ωB97M-V/def2-TZVPD.

Geometry (Å):
O 1.307 -0.824 2.474
N -0.483 0.630 -1.203
C 0.568 -1.107 0.201
C -1.611 0.014 0.880
C 0.891 -1.577 1.543
C -0.285 0.246 0.190
C 0.728 1.218 -1.823
H -1.104 1.419 -1.278
H -1.478 -0.699 1.698
H 1.224 1.944 -1.160
H 1.490 0.527 -2.165
H 0.080 -1.764 -0.514
H -2.456 -0.315 0.270
H 0.392 1.844 -2.664
H 0.812 -2.680 1.732
H 0.341 0.912 0.789
H -1.971 0.984 1.265
H 1.557 -0.772 -0.237

As for the electronic energy: -327.03416 Ha. As for the maximum force: 2.7 eV Å⁻¹. The spin multiplicity is 2. The value obtained for the LUMO energy (alpha / beta) is 3.940 / 3.778 eV. The expectation value of S² is 0.75. For the molar mass, the calculation gives 101.149 g/mol. As for the total charge: -1.

These are the Mulliken partial charges, in e, on atoms 1 to 5: number 1, O, carries -0.70; number 2, N, carries -0.47; number 3, C, carries -0.69; number 4, C, carries -1.55; number 5, C, carries -0.45


Record 5
Computed, not measured: a structure of composition C4H6N2O2, with ωB97M-V/def2-TZVPD.

Geometry (Å):
O 0.782 1.466 -1.483
O 1.249 -0.416 -0.137
N -1.731 -0.972 -0.464
N -1.139 0.211 -0.776
C -1.589 -1.069 0.968
C 0.230 0.278 -0.851
C 2.227 0.574 0.022
C 1.927 1.591 -0.695
H -0.625 -0.891 1.247
H 2.555 2.591 -0.889
H 2.986 0.341 0.819
H -1.416 -2.409 1.222
H -2.511 -0.527 1.610
H -2.946 -0.769 -0.594

As for the electronic energy: -415.78697 Ha. As for the maximum force: 7.2 eV Å⁻¹. The value obtained for the LUMO energy is 0.799 eV. For the molar mass, the calculation gives 114.104 g/mol.

These are the Mulliken partial charges, in e, on atoms 1 to 5: number 1, O, carries -0.27; number 2, O, carries -0.29; number 3, N, carries -0.23; number 4, N, carries -0.39; number 5, C, carries -0.60


Record 6
Computed, not measured: an isolated molecule of C4H7N3S, with ωB97M-V/def2-TZVPD.

Geometry (Å):
S -1.280 2.179 0.136
N -2.927 -1.347 -0.023
N 1.379 0.789 -0.373
N -1.729 0.554 -0.062
C -0.778 -0.502 0.078
C -2.953 -0.080 -0.224
C 0.794 -0.316 0.458
C -1.572 -1.614 0.179
H 0.579 -0.003 1.494
H 2.155 1.240 0.188
H -3.935 0.433 -0.073
H -0.358 2.113 -0.798
H 1.332 -1.175 0.329
H -1.286 -2.647 0.374
H 1.874 0.338 -1.182

As for the electronic energy: -719.01015 Ha. As for the maximum force: 5.9 eV Å⁻¹. Its SMILES is NCc1cncn1S. The value obtained for the LUMO energy is 0.625 eV. For the molar mass, the calculation gives 129.188 g/mol.

These are the Mulliken partial charges, in e, on atoms 1 to 5: number 1, S, carries -0.15; number 2, N, carries -0.55; number 3, N, carries -0.56; number 4, N, carries -0.02; number 5, C, carries 0.48


> What is the formula in the first record?

C6H37N2O13